1.
C3H3ClO2 | ωB97M-V with the def2-TZVPD basis set

ΔE to the lowest compared entry with this formula, charge and spin = 134.3 kJ/mol
structure (SMILES) = C=C=O.O=CCl
gap between HOMO and LUMO = 0.3614 Eh
max |F| = 3.58 eV Å⁻¹

Cartesian coordinates (Å):
C -1.949299 -0.010247 -0.375238
C -1.482033 1.082738 0.065711
O -1.087776 2.025884 0.563219
H -2.779288 0.229428 -1.115023
H -1.224537 -0.833438 -0.410763
O 1.040165 -1.259422 0.167736
C 2.065092 -0.771814 0.410309
Cl 2.695770 0.530817 -0.507252
H 2.721903 -0.993949 1.201298

Cartesian forces (eV/Å) of the 2 atoms listed first:
-1.6175 -1.8331 -2.6123
0.4887 0.4886 0.8590

Mulliken atomic charge list, values in e, 8 entries: -0.938 0.749 -0.334 0.228 0.315 -0.319 0.079 -0.128



2.
C20H57N3O9P | ωB97M-V with the def2-TZVPD basis set

gap between HOMO and LUMO = 0.3314 Eh
max |F| = 11.06 eV Å⁻¹
total charge = +1

Cartesian coordinates (Å):
C 5.437766 2.226529 -0.069255
C 4.665141 0.886537 0.570832
C 3.868794 0.021300 -0.547952
N 2.340511 0.238434 -0.590602
C 2.092274 -0.216233 -2.030841
N 2.283371 0.905590 -3.059442
C 1.995421 1.739857 -0.486534
C 1.487307 2.094785 1.067688
C 1.375538 0.656503 1.846807
C 1.601000 -0.379509 0.550530
O 2.172311 -1.559021 1.269357
C 1.287756 -1.960730 2.390246
N 0.753399 -2.278441 3.525624
P -0.243435 -0.985257 0.361329
C -0.287622 -2.635476 -0.676931
C -1.296080 0.392205 -0.531249
C -1.622164 0.116401 -2.093289
H 4.765215 3.174417 0.194913
H 5.467503 2.183796 -1.262196
H 6.531033 2.344768 0.338813
H 5.567287 0.199664 0.948939
H 4.077003 1.187014 1.530606
H 4.379373 0.282777 -1.596026
H 4.146000 -1.126792 -0.371849
H 2.857410 -1.068001 -2.370688
H 1.030090 -0.649704 -2.223912
H 1.664480 0.769118 -3.890812
H 3.273472 0.917638 -3.402080
H 1.032244 2.110570 -1.088439
H 2.811722 2.470054 -0.960337
H 2.376436 2.773964 1.473876
H 0.535852 2.764818 0.937945
H 2.241684 0.685201 2.655067
H 0.313247 0.698351 2.335017
H -1.433965 -2.965353 -0.637542
H 0.357182 -3.415171 -0.089905
H -0.012422 -2.496493 -1.797209
H -0.885482 1.484864 -0.281216
H -2.341795 0.347453 0.046877
H -1.109901 -0.801571 -2.595440
H -2.783650 0.065927 -2.287821
H -1.244314 1.070161 -2.705562
C -5.732545 -0.066399 -3.303178
O -5.252181 -0.039075 -1.971639
H -5.405467 0.840221 -3.817518
H -5.329193 -0.941161 -3.819117
H -6.824650 -0.105307 -3.296822
H -5.557866 -0.855331 -1.540722
C 9.108086 0.508938 1.580148
O 8.786600 1.770613 1.023988
H 8.210845 0.081675 2.033899
H 9.467551 -0.156883 0.791756
H 9.877591 0.632746 2.346166
H 9.601425 2.124860 0.629049
C -7.938384 -2.927760 -3.779367
O -7.321525 -2.186322 -4.815825
H -7.185497 -3.186897 -3.031373
H -8.719581 -2.322816 -3.312603
H -8.369368 -3.843378 -4.191852
H -8.013547 -1.970878 -5.463975
C 2.543926 -0.440720 6.365669
O 2.765956 0.164697 5.105247
H 3.279331 -0.058941 7.077646
H 1.538580 -0.195437 6.716681
H 2.655646 -1.524052 6.275339
H 2.099075 -0.193184 4.494838
C 0.663281 6.024597 1.862314
O 1.723754 5.488385 1.092661
H -0.033782 5.222096 2.114465
H 1.062825 6.459602 2.781678
H 0.140899 6.789120 1.281909
H 2.325534 6.223108 0.884211
C -9.201272 -5.331990 -1.055881
O -8.120447 -4.428187 -0.916419
H -9.629952 -5.221740 -2.054662
H -8.840495 -6.355434 -0.927437
H -9.964735 -5.106789 -0.307111
H -7.760587 -4.548953 -0.021252
C 2.486816 3.088284 7.843822
O 2.131952 2.973993 9.209655
H 2.349781 4.124688 7.526688
H 3.534152 2.805041 7.713608
H 1.845171 2.438063 7.244028
H 2.263717 2.044377 9.462359
C -4.096583 -3.392166 -6.711815
O -5.419168 -3.476558 -7.209950
H -3.412963 -3.829747 -7.443027
H -3.832905 -2.343923 -6.551335
H -4.024206 -3.945139 -5.772011
H -6.002586 -3.080878 -6.540273

Cartesian forces (eV/Å) of the 2 atoms listed first:
-1.1609 0.3887 -0.2365
2.0482 0.0682 0.0257

Mulliken atomic charge list, values in e, 8 entries: -0.810 0.116 -0.797 1.327 -0.225 -0.476 -0.647 -0.282



3.
C12H8Cl5F3IrN2Se | ωB97M-V with the def2-TZVPD basis set

ΔE to the lowest compared entry with this formula, charge and spin = 32.2 kJ/mol
gap between HOMO and LUMO = 0.2309 Eh
max |F| = 0.28 eV Å⁻¹
total charge = +1

Cartesian coordinates (Å):
Ir 1.158651 -0.755226 -1.841528
Cl 1.711133 -0.845093 0.416109
C 1.413265 0.898483 0.222727
C 1.179150 1.057864 -1.114808
C 0.915700 2.325729 -1.591934
Cl 0.579634 2.501054 -3.266514
C 0.906325 3.388394 -0.682898
Cl 0.583178 4.965274 -1.255893
C 1.142954 3.172847 0.685136
Cl 1.113833 4.486256 1.783790
C 1.400634 1.888542 1.175404
Cl 1.667916 1.524432 2.819920
F 3.234232 0.252231 -3.380851
C 3.107422 -0.599402 -2.347305
F 3.985863 -0.228598 -1.403747
F 3.490628 -1.821945 -2.795392
C -1.133148 -3.804151 0.545221
N -1.479931 -2.434138 0.915172
C -1.792624 -2.005201 2.186850
C -2.077534 -0.687060 2.101107
N -1.937798 -0.329547 0.777697
C -2.202468 0.999619 0.229000
C -1.569417 -1.403803 0.061522
Se -1.289379 -1.449633 -1.796433
H -1.151286 -4.410642 1.445542
H -0.138926 -3.828661 0.104871
H -1.852879 -4.186870 -0.173748
H -1.791985 -2.672278 3.030226
H -2.373006 0.020510 2.855160
H -2.318905 1.689129 1.060426
H -3.111437 0.980896 -0.368184
H -1.369782 1.310984 -0.396634

Cartesian forces (eV/Å) of the 2 atoms listed first:
0.0849 -0.0519 -0.2137
-0.0353 -0.0870 0.0730

Mulliken atomic charge list, values in e, 8 entries: 0.509 -0.155 1.383 -1.363 0.416 -0.158 0.149 -0.137



4.
C32H21BrCrN5O5S | ωB97M-V with the def2-TZVPD basis set

ΔE to the lowest compared entry with this formula, charge and spin = 0.0 kJ/mol
gap between HOMO and LUMO (spin up / spin down) = 0.2226 / 0.2267 Eh
max |F| = 2.44 eV Å⁻¹
2S+1 = 2
expectation value of S² = 0.7961

Cartesian coordinates (Å):
Cr -0.120383 -0.664257 1.802264
O 0.468020 3.318078 1.094394
C 0.065883 2.088692 1.244344
O 0.770063 1.225221 1.744737
C -1.298995 1.754329 0.804397
C -2.234350 2.554313 0.192407
C -3.430272 1.963022 -0.199489
C -3.642725 0.615068 0.043879
C -2.660834 -0.095704 0.712356
N -1.536286 0.483392 1.087148
C -2.722919 -1.546138 1.161524
O -3.708242 -2.203942 0.920496
O -1.647855 -1.908561 1.812813
H 1.391821 3.373904 1.385637
H -2.023941 3.602995 0.020573
H -4.187405 2.550797 -0.703257
H -4.545608 0.100478 -0.257528
C -2.461246 0.955178 3.909229
C -1.198156 0.503194 4.591154
C -1.038807 0.920561 5.931534
C -0.038855 0.414758 6.696080
C 0.823258 -0.548572 6.141808
C 1.789451 -1.206924 6.931761
C 2.595794 -2.149956 6.366287
C 2.497687 -2.419541 4.990717
C 1.592234 -1.769476 4.180202
S 1.586683 -2.057969 2.465324
C 0.680424 -0.846057 4.763824
N -0.329944 -0.294782 3.986199
H -3.189137 1.240400 4.665307
H -2.888006 0.150613 3.318140
H -2.302961 1.823809 3.270661
H -1.748960 1.628152 6.340395
H 0.086535 0.712571 7.732532
H 1.856374 -0.959841 7.985685
H 3.322534 -2.681474 6.969855
H 3.152448 -3.149068 4.526680
Br 3.553530 3.412141 -5.150318
C 2.837055 1.691125 -5.497978
C 3.090895 0.654476 -4.612055
C 2.484678 -0.575237 -4.813006
C 1.631177 -0.768378 -5.897196
C 1.462389 0.253070 -6.821900
C 2.045124 1.495778 -6.614666
N 0.982962 -2.020531 -6.151225
N 0.437133 -2.678978 -5.246644
C 0.246132 -2.191418 -3.923444
C 0.390709 -3.119895 -2.928409
C 0.420644 -2.759554 -1.576502
C 0.282984 -1.447444 -1.175963
O 0.349607 -1.142676 0.096406
C 0.037989 -0.451654 -2.198484
N -0.106544 0.845751 -1.813483
C -0.411426 1.737082 -2.726305
C -0.711996 1.409522 -4.060886
C -0.555050 0.115846 -4.463044
C -0.071429 -0.848598 -3.554741
H 3.739739 0.810924 -3.759556
H 2.665310 -1.387364 -4.119448
H 0.825856 0.079059 -7.683145
H 1.873818 2.308449 -7.309646
H 0.560450 -4.150504 -3.222641
H 0.567437 -3.503032 -0.801854
H -0.460030 2.772311 -2.391071
H -1.069270 2.168256 -4.745062
H -0.823171 -0.185763 -5.467830

Cartesian forces (eV/Å) of the 2 atoms listed first:
0.3366 -1.7907 1.6167
0.1434 0.5914 -0.2113

Mulliken atomic charge list, values in e, 8 entries: -0.301 -0.484 0.659 -0.441 0.095 -0.893 -0.805 -0.890



5.
C8H17BO3 | ωB97M-V with the def2-TZVPD basis set

ΔE to the lowest compared entry with this formula, charge and spin = 0.0 kJ/mol
structure (SMILES) = CCC1(CC)OB(O)OC1(C)C
gap between HOMO and LUMO = 0.3978 Eh
max |F| = 2.11 eV Å⁻¹

Cartesian coordinates (Å):
C 0.986133 2.149957 0.765059
C 0.907404 1.241857 -0.461343
C -0.072029 0.077606 -0.332299
C -1.500532 0.523099 -0.021122
C -2.050742 1.557913 -1.000717
O -0.146544 -0.548253 -1.764104
B -0.080481 -1.901286 -1.594026
O -0.236046 -2.786354 -2.601363
O 0.160674 -2.294516 -0.309215
C 0.402711 -1.157490 0.515611
C -0.359528 -1.368665 1.826208
C 1.906504 -1.144570 0.830778
H 0.143001 2.833133 0.808715
H 1.899732 2.739081 0.719968
H 1.008642 1.578096 1.689486
H 1.895242 0.845894 -0.687393
H 0.594959 1.820475 -1.332643
H -2.137970 -0.363434 -0.056122
H -1.527105 0.927928 0.989967
H -1.539703 2.511090 -0.899114
H -3.107543 1.717396 -0.800829
H -1.932253 1.206365 -2.022135
H -0.419346 -2.359050 -3.437135
H -0.008672 -2.298699 2.266554
H -1.425300 -1.472652 1.655197
H -0.175189 -0.553448 2.520436
H 2.147250 -2.031024 1.413300
H 2.182270 -0.268253 1.407223
H 2.484460 -1.182198 -0.088940

Cartesian forces (eV/Å) of the 2 atoms listed first:
0.0337 -0.1383 -0.1817
-0.1562 -0.1847 0.0106

Mulliken atomic charge list, values in e, 8 entries: -1.299 -1.407 1.383 -0.698 -1.492 -0.688 1.010 -0.523



6.
HNO2S2 | ωB97M-V with the def2-TZVPD basis set

ΔE to the lowest compared entry with this formula, charge and spin = 179.7 kJ/mol
gap between HOMO and LUMO (spin up / spin down) = 0.2787 / 0.3027 Eh
max |F| = 2.01 eV Å⁻¹

Cartesian coordinates (Å):
N -0.327316 -0.553666 0.577377
O 2.729120 0.480726 -1.279377
O -1.423398 -0.387520 1.373285
S -0.284372 -0.059637 -0.969528
S 1.533245 0.805422 -0.520864
H -2.227279 -0.285325 0.819107

Cartesian forces (eV/Å) of the 2 atoms listed first:
0.7082 -0.9404 1.6253
0.3092 -0.5702 -0.8381

So, what does the Mulliken scheme give us? The charges, in e, come out as: -0.083 -0.388 -0.293 0.050 0.378 0.335



Number 1: electronic energy -19775.298 eV. Number 2: electronic energy -53831.312 eV. Number 3: electronic energy -154496.189 eV. Number 4: electronic energy -160513.108 eV. Number 5: electronic energy -15394.981 eV. Number 6: electronic energy -27267.453 eV.